Record 1
The following is a DFT calculation (wB97M-V/def2-TZVPD) of C4H5NS3 in the gas phase.

## Properties
- LUMO level (eV) = -1.687
- net charge = 0
- frontier orbital gap (eV) = 7.31
- structure (SMILES) = CN(C=S)C(=S)C=S
- energy relative to the best compared isomer or geometry (same formula, charge and spin) (eV) = 1.869

Cartesian coordinates (Å):
C (-0.46555, -1.49411, 0.84009)
N (-0.27607, -0.07270, 0.29021)
C (-0.08264, 0.97644, 1.18031)
S (0.21468, 2.52068, 0.90327)
C (-0.17009, 0.06848, -1.04822)
S (-1.28583, -0.54422, -2.12695)
C (0.92669, 0.90529, -1.58777)
S (2.50383, 0.74311, -1.28529)
H (0.46041, -2.00922, 0.66516)
H (-1.34545, -1.94147, 0.38248)
H (-0.66756, -1.37118, 1.94649)
H (-0.39096, 0.58745, 2.17843)
H (0.57853, 1.63145, -2.33821)

Results of the natural (NBO) charge analysis, in e, for atoms 1 through 5: number 1, C, carries -0.3897; number 2, N, carries -0.4741; number 3, C, carries -0.1006; number 4, S, carries 0.0147; number 5, C, carries 0.0597


Record 2
The following is a DFT calculation (wB97M-V/def2-TZVPD) of a molecular structure, C19H22CuNO4.

## Properties
- LUMO level (eV) = -0.057
- net charge = 0
- frontier orbital gap (eV) = 8.99

Cartesian coordinates (Å):
Cu (0.28362, -1.18254, 1.19815)
C (2.66721, -0.66152, -2.07494)
C (1.42339, -1.26718, -1.46496)
C (1.51926, -2.38979, -0.63465)
C (2.83355, -3.12705, -0.49215)
C (0.35465, -2.90325, -0.00770)
C (0.43232, -4.18548, 0.79429)
C (-0.90674, -2.30738, -0.27219)
C (-2.17702, -3.00241, 0.18209)
C (-0.98382, -1.17552, -1.12230)
C (-2.32141, -0.49973, -1.33661)
C (0.17085, -0.69227, -1.74484)
C (0.11015, 0.44951, -2.73498)
H (2.86384, -1.05706, -3.07819)
H (3.54384, -0.85313, -1.46082)
H (2.56813, 0.41948, -2.16653)
H (3.47473, -2.94677, -1.35137)
H (2.66840, -4.20159, -0.43248)
H (3.38474, -2.82654, 0.40455)
H (0.33398, -5.05567, 0.13768)
H (-0.35626, -4.23921, 1.54225)
H (1.38141, -4.26806, 1.32079)
H (-2.04316, -4.08225, 0.17264)
H (-2.99966, -2.77565, -0.49079)
H (-2.48512, -2.71643, 1.19158)
H (-2.82769, -0.87438, -2.23259)
H (-2.20702, 0.57768, -1.44545)
H (-2.98190, -0.65902, -0.48701)
H (0.66011, 0.18803, -3.64272)
H (0.57059, 1.35750, -2.33326)
H (-0.90798, 0.68998, -3.02828)
O (0.78355, 1.62323, 4.03435)
C (0.53384, 1.32652, 2.87949)
O (0.71918, 0.15314, 2.37005)
C (-0.06622, 2.41038, 1.99460)
C (-0.40623, 2.21810, 0.66229)
C (-0.96068, 3.24817, -0.09000)
C (-1.16987, 4.49033, 0.48147)
C (-0.82223, 4.66598, 1.80918)
C (-0.27845, 3.65391, 2.57250)
N (-1.04731, 5.99456, 2.42968)
O (-0.78139, 6.12755, 3.60761)
O (-1.47953, 6.88355, 1.71761)
H (-0.23013, 1.25010, 0.21680)
H (-1.22820, 3.09471, -1.12860)
H (-1.59380, 5.31426, -0.07366)
H (-0.01953, 3.81319, 3.60743)

Results of the natural (NBO) charge analysis, in e, for atoms 1 through 5: number 1, Cu, carries 0.9016; number 2, C, carries -0.6458; number 3, C, carries -0.0101; number 4, C, carries -0.0104; number 5, C, carries -0.6492


Record 3
The following is a DFT calculation (wB97M-V/def2-TZVPD) of H3NOS in the gas phase.

## Properties
- LUMO level (eV) = 0.820
- net charge = 0
- frontier orbital gap (eV) = 9.57
- structure (SMILES) = NSO
- energy relative to the best compared isomer or geometry (same formula, charge and spin) (eV) = 0.255

Cartesian coordinates (Å):
N (-0.54435, -0.51540, -0.04615)
S (0.59314, -0.27585, -1.26500)
O (2.02237, 0.29598, -0.61211)
H (-1.09609, -1.46138, 0.10256)
H (-1.22491, 0.21420, 0.06873)
H (2.84178, -0.26494, -0.43156)

Results of the natural (NBO) charge analysis, in e, for atoms 1 through 5: number 1, N, carries -1.0318; number 2, S, carries 0.6702; number 3, O, carries -0.8988; number 4, H, carries 0.3914; number 5, H, carries 0.3754


Record 4
The following is a DFT calculation (wB97M-V/def2-TZVPD) of a molecular structure, C17H11IN4O3S7W.

## Properties
- LUMO level (alpha / beta) (eV) = -2.533 / -2.724
- net charge = 0
- frontier orbital gap (alpha / beta) (eV) = 5.32 / 5.13
- <S²> = 2.05
- energy relative to the best compared isomer or geometry (same formula, charge and spin) (eV) = 0.000
- 2S+1 = 3

Cartesian coordinates (Å):
W (-2.27303, -2.30968, 1.31778)
S (-4.83011, 1.30421, 7.15925)
C (-4.23649, 0.53496, 5.85742)
S (-5.01746, 0.53738, 4.29512)
C (-3.82187, -0.44528, 3.48440)
C (-2.77503, -0.88342, 4.21378)
S (-1.49569, -1.84297, 3.56955)
S (-2.75583, -0.39105, 5.88881)
S (-3.98022, -0.80358, 1.79364)
I (-3.03015, -4.80401, 1.76758)
S (-3.03080, -2.55922, -1.13528)
C (-2.38931, -1.04675, -1.66872)
N (-3.08965, 0.09298, -1.45971)
C (-2.64584, 1.32473, -1.79479)
C (-1.44185, 1.47631, -2.41601)
C (-0.70409, 0.32403, -2.72315)
C (-1.17950, -0.91741, -2.36893)
H (-3.98285, -0.00762, -0.99488)
H (-3.28907, 2.15536, -1.54300)
H (-1.07060, 2.45720, -2.67262)
H (0.24540, 0.42239, -3.23479)
H (-0.63440, -1.82203, -2.59346)
O (4.51944, 4.18043, -2.83269)
S (3.83533, 3.77222, -1.63195)
O (4.47495, 4.12632, -0.37719)
O (2.39863, 3.95775, -1.65466)
C (4.04979, 1.93119, -1.52967)
N (5.17897, 1.35953, -1.94053)
C (5.27780, 0.04819, -1.74473)
C (4.27404, -0.69622, -1.13799)
C (3.13579, -0.00242, -0.74768)
N (3.03283, 1.30985, -0.95929)
C (1.92312, -0.58783, -0.17268)
C (1.59682, -1.94630, -0.23336)
C (0.35681, -2.35687, 0.18241)
N (-0.56362, -1.50460, 0.68932)
C (-0.22642, -0.20019, 0.80956)
C (0.98396, 0.28170, 0.39735)
H (6.18822, -0.42200, -2.09932)
H (4.39965, -1.75739, -0.96305)
H (2.28543, -2.66946, -0.64595)
H (0.05416, -3.39890, 0.12354)
H (-0.97454, 0.44433, 1.25116)
H (1.22730, 1.33411, 0.47541)

Results of the natural (NBO) charge analysis, in e, for atoms 1 through 5: number 1, W, carries 0.7448; number 2, S, carries 0.0249; number 3, C, carries -0.5694; number 4, S, carries 0.4689; number 5, C, carries -0.4633


Record 5
The following is a DFT calculation (wB97M-V/def2-TZVPD) of C6H9NS in the gas phase.

## Properties
- LUMO level (eV) = 0.906
- net charge = 0
- frontier orbital gap (eV) = 9.21
- structure (SMILES) = C#CS/C=C\NCC
- energy relative to the best compared isomer or geometry (same formula, charge and spin) (eV) = 3.578

Cartesian coordinates (Å):
C (3.01891, -2.05556, -0.03217)
C (2.80316, -0.86922, -0.06524)
S (2.48280, 0.66214, -0.50313)
C (1.44395, 1.00228, 0.97926)
C (0.12232, 0.97857, 0.75719)
N (-0.44300, 1.11653, -0.47242)
C (-1.80752, 0.75114, -0.66615)
C (-2.08178, -0.69497, -0.28938)
H (3.48478, -2.97269, 0.04898)
H (1.91998, 1.12891, 1.89480)
H (-0.39948, 1.17368, 1.68396)
H (0.16090, 0.58965, -1.10154)
H (-1.94503, 0.96988, -1.70845)
H (-2.47568, 1.24846, 0.01747)
H (-1.62750, -0.70996, 0.74082)
H (-3.07887, -0.96954, -0.30997)
H (-1.57794, -1.34931, -0.97401)

Results of the natural (NBO) charge analysis, in e, for atoms 1 through 5: number 1, C, carries -0.2312; number 2, C, carries -0.2832; number 3, S, carries 0.2984; number 4, C, carries -0.4067; number 5, C, carries 0.0002


Record 6
The following is a DFT calculation (wB97M-V/def2-TZVPD) of a molecular structure, C10H12BrNPW.

## Properties
- LUMO level (alpha / beta) (eV) = -4.460 / -5.007
- net charge = +1
- frontier orbital gap (alpha / beta) (eV) = 6.68 / 5.55
- <S²> = 2.16
- energy relative to the best compared isomer or geometry (same formula, charge and spin) (eV) = 1.185
- 2S+1 = 3

Cartesian coordinates (Å):
C (1.54171, 0.80440, -0.70117)
C (1.72345, 2.15379, -0.29781)
C (0.73853, 2.88910, -0.99596)
C (-0.07127, 2.09520, -1.82897)
C (0.38540, 0.73365, -1.67955)
W (-0.98070, -1.70966, 0.01622)
P (0.91671, -2.15878, 1.32216)
H (2.05382, -0.09472, -0.28029)
H (2.34942, 2.51688, 0.53173)
H (0.61153, 3.98751, -0.91563)
H (0.00615, -0.13615, -2.27378)
H (-0.94408, 2.38628, -2.39316)
H (0.64281, -2.00400, 2.73781)
H (2.25674, -1.57176, 1.26060)
H (1.28436, -3.54407, 1.25295)
Br (-4.69149, 2.85244, 0.12712)
C (-3.92615, 1.21995, 0.70029)
C (-4.57981, 0.35180, 1.55407)
C (-3.85903, -0.80331, 1.94118)
C (-2.60712, -1.09567, 1.43539)
N (-1.98463, -0.19533, 0.55839)
C (-2.61090, 0.96537, 0.26014)
H (-5.58277, 0.58649, 1.91667)
H (-4.36371, -1.48613, 2.63501)
H (-2.02423, -1.98535, 1.78646)
H (-2.08796, 1.60782, -0.43811)

Results of the natural (NBO) charge analysis, in e, for atoms 1 through 5: number 1, C, carries -0.1379; number 2, C, carries -0.3503; number 3, C, carries -0.0614; number 4, C, carries -0.3289; number 5, C, carries -0.2600


Record 7
The following is a DFT calculation (wB97M-V/def2-TZVPD) of a molecular structure, H80O40.

## Properties
- LUMO level (eV) = -0.713
- net charge = 0
- frontier orbital gap (eV) = 9.61
- energy relative to the best compared isomer or geometry (same formula, charge and spin) (eV) = 14.144

Cartesian coordinates (Å):
H (3.24762, -0.00689, 2.53013)
H (2.61628, -0.35504, 1.04488)
O (3.35331, -0.07509, 1.57800)
H (-0.79069, 2.04606, 4.31258)
H (-1.77269, 3.05572, 4.63814)
O (-0.92472, 3.00724, 4.17529)
H (2.68804, -2.09929, -3.92968)
H (1.38751, -2.35895, -3.33388)
O (1.74620, -2.09162, -4.19956)
H (3.10502, 1.81030, 1.58744)
H (2.66691, 2.19134, 0.20895)
O (2.95833, 2.58653, 1.04583)
H (-2.92440, 3.86009, -3.48406)
H (-3.60704, 3.49910, -2.23823)
O (-3.33686, 4.29476, -2.72511)
H (-5.14240, 3.77770, -0.91124)
O (-4.69857, 3.27934, -1.58960)
H (4.85341, 0.55862, 0.05166)
O (5.65972, 0.05064, -0.17892)
H (3.45358, -5.34937, -3.02935)
H (2.52834, -4.40539, -2.33355)
O (2.65498, -4.83071, -3.19832)
H (-1.74122, -1.38642, 1.17375)
H (-3.09949, -1.91175, 1.01011)
O (-2.62370, -1.27791, 1.54755)
H (-2.09259, -0.08798, -1.41172)
H (-2.62690, -0.11751, -2.81098)
O (-1.82706, 0.06723, -2.35585)
H (1.32921, 1.19463, -1.87109)
H (1.09294, 0.14529, -0.58875)
O (1.48923, 0.92509, -0.97828)
H (-2.10727, 5.41623, 0.89333)
O (-2.58739, 4.79535, 0.33632)
H (3.92741, -1.79326, 2.58729)
H (5.17292, -1.60198, 1.62290)
O (4.78806, -2.10465, 2.35593)
H (-3.59229, 1.73744, 5.12807)
H (-2.82605, 1.26320, 6.36180)
O (-2.98476, 1.06723, 5.43703)
H (-1.10665, -5.25031, -0.50218)
H (-2.11041, -5.60054, 0.66569)
O (-1.24492, -5.24728, 0.43987)
H (1.33451, -4.59820, -4.29889)
H (0.36721, -3.95046, -5.25799)
O (0.62497, -4.83245, -4.94578)
H (4.22352, -4.81853, 0.56799)
H (4.31027, -3.35737, 0.38677)
O (3.98175, -4.13640, -0.07587)
H (0.09631, -5.54243, -2.30630)
H (0.22439, -4.33186, -3.17596)
O (-0.35076, -4.69568, -2.44504)
H (0.59679, -4.11986, 2.55951)
O (0.35473, -3.53027, 1.84711)
H (-4.58097, -2.27498, -0.89312)
H (-6.04952, -2.51011, -1.24592)
O (-5.44972, -1.81423, -0.95382)
H (1.33862, -2.64323, -0.05068)
O (2.16217, -2.19778, 0.21611)
H (-3.17649, -2.69725, 5.35455)
H (-2.52188, -1.24667, 5.51015)
O (-2.67005, -2.09338, 5.92445)
H (-3.74896, 0.19422, 2.80540)
H (-3.73292, 1.74928, 3.06955)
O (-4.15086, 1.04212, 2.57406)
H (0.11965, 0.96071, 2.58660)
H (0.80919, 0.01719, 3.59066)
O (0.66283, 0.94862, 3.37381)
H (5.07036, 2.80043, -1.92954)
H (3.54677, 2.84025, -1.66498)
O (4.24239, 3.19746, -2.22514)
H (0.89250, -0.25487, -4.66344)
H (-0.47709, -0.62131, -4.78376)
O (0.19089, -0.17863, -5.32085)
H (-2.19756, -4.31052, -2.50621)
H (-1.69754, -3.05254, -2.00277)
O (-2.53434, -3.51610, -2.03146)
H (-5.86700, -0.87035, -2.86087)
H (-4.73252, -1.18353, -3.72629)
O (-5.18729, -0.40473, -3.39255)
H (-4.25720, 3.75036, 1.17006)
H (-3.53466, 4.99319, 1.45610)
O (-3.92200, 4.22876, 1.90773)
H (3.38600, 4.50755, 0.28571)
H (3.03975, 5.25828, 1.47109)
O (3.78894, 5.18358, 0.84489)
H (5.21356, 3.46653, 1.06298)
H (5.91043, 1.89885, 1.18036)
O (5.72458, 2.72447, 0.74366)
H (1.22110, 5.39083, 3.25364)
O (1.05643, 5.46914, 2.30145)
H (-0.60445, -1.91451, -2.62078)
H (0.21376, -0.89163, -1.94554)
O (0.17248, -1.85558, -2.04772)
H (0.00912, -3.94206, 1.04235)
H (-4.22636, 3.81497, -2.22321)
H (2.67879, -3.02094, 0.27369)
H (6.20131, 0.83408, -0.36395)
H (-2.28647, 5.04639, -0.54324)
H (0.73162, 4.54953, 2.15287)
O (2.13346, -2.25947, 5.23224)
H (1.51144, -2.87862, 4.86212)
H (2.93691, -2.07639, 4.75136)
O (4.14657, -1.17686, -2.89002)
H (4.73840, -1.44699, -2.17954)
H (3.63337, -0.44275, -2.53052)
O (-2.77266, -3.15760, 3.48286)
H (-3.19324, -2.99344, 2.65052)
H (-1.82496, -3.04512, 3.41399)
O (1.35984, 2.36430, -4.02782)
H (0.88262, 2.13203, -4.81892)
H (2.14178, 2.81781, -4.25763)
O (-0.44864, 3.16798, 1.60323)
H (-0.77726, 3.18965, 2.51686)
H (-0.56165, 3.87551, 1.00003)
O (-3.32831, 0.84935, -0.04725)
H (-3.12452, 0.84334, 0.88924)
H (-3.64163, 1.71382, -0.34936)
O (-1.94765, 2.80326, -1.44765)
H (-1.18821, 2.36606, -1.85702)
H (-1.85974, 3.68990, -1.79981)

Results of the Löwdin charge analysis, in e, for atoms 1 through 5: number 1, H, carries 0.0692; number 2, H, carries 0.0222; number 3, O, carries -0.0531; number 4, H, carries 0.0369; number 5, H, carries 0.0454


Record 8
The following is a DFT calculation (wB97M-V/def2-TZVPD) of 2 unconnected molecules or ions with the total composition C7H13Br2.

## Properties
- LUMO level (alpha / beta) (eV) = 0.782 / -0.103
- net charge = 0
- frontier orbital gap (alpha / beta) (eV) = 8.52 / 10.16
- <S²> = 0.75
- energy relative to the best compared isomer or geometry (same formula, charge and spin) (eV) = 0.749
- 2S+1 = 2

Cartesian coordinates (Å):
H (2.24991, -3.66906, 1.17434)
Br (2.87753, -4.98632, 1.53489)
C (-0.25974, 1.47851, -1.77891)
C (0.80361, 1.75147, -0.70948)
C (0.32983, 1.26855, 0.69525)
C (-0.26143, -0.08684, 0.71960)
C (-1.19542, -0.43969, -0.36876)
C (-0.71220, 0.01374, -1.78086)
C (-0.37964, -0.75490, 2.03034)
Br (0.04654, -2.64439, 1.92839)
H (-1.12581, 2.13392, -1.60370)
H (0.13650, 1.75982, -2.76257)
H (1.72587, 1.20396, -0.94583)
H (1.08896, 2.81607, -0.67464)
H (1.15131, 1.33232, 1.42632)
H (-0.37882, 2.03528, 1.09058)
H (-1.44909, -1.51287, -0.35998)
H (-2.19375, 0.03225, -0.20948)
H (-1.47993, -0.16609, -2.55124)
H (0.13904, -0.62184, -2.04877)
H (0.28635, -0.29714, 2.77260)
H (-1.39963, -0.64677, 2.42189)

Results of the natural (NBO) charge analysis, in e, for atoms 1 through 5: number 1, H, carries 0.2183; number 2, Br, carries -0.2416; number 3, C, carries -0.4036; number 4, C, carries -0.3858; number 5, C, carries -0.4705


| no. | largest force on an atom (hartree/bohr) | E_tot (eV) |
| --- | --- | --- |
| 1 | 0.051 | -38222.864 |
| 2 | 0.009 | -74378.251 |
| 3 | 0.064 | -14420.225 |
| 4 | 0.058 | -115683.383 |
| 5 | 0.058 | -18689.633 |
| 6 | 0.072 | -93196.045 |
| 7 | 0.257 | -83191.671 |
| 8 | 0.033 | -147553.685 |